DFT (ωB97M-V/def2-TZVPD) results for C24H48O48S12 as an isolated structure at a distorted geometry.

Geometry as XYZ:
```
132
Properties=species:S:1:pos:R:3:lowdin_charge:R:1
C 12.5829 13.5498 8.7702 -0.107
C 12.1794 14.5755 9.8449 -0.169
O 11.2776 15.4489 9.1491 -0.173
S 11.6863 15.4805 7.5376 0.544
O 12.4266 16.6213 7.2158 -0.219
O 10.5847 15.2706 6.7475 -0.172
O 12.7145 14.3401 7.5587 -0.176
H 11.9525 12.7284 8.7650 0.073
H 13.6776 13.2076 8.9959 0.155
H 13.0066 15.1198 10.2997 0.081
H 11.5539 14.2018 10.6674 0.135
C 15.8837 17.2317 18.3337 -0.124
C 14.5264 17.5873 17.7194 -0.096
O 14.7925 18.8481 17.0197 -0.177
S 16.1898 18.6780 16.3418 0.561
O 16.8602 19.9177 16.4902 -0.228
O 16.1323 17.9943 15.0984 -0.220
O 16.8960 17.7026 17.4072 -0.178
H 16.0579 16.2107 18.5344 0.099
H 15.9894 17.6598 19.2971 0.121
H 13.7765 17.9172 18.4293 0.145
H 14.1555 16.8472 17.0534 0.093
C 13.3129 11.5413 17.0164 -0.067
C 12.2124 12.2796 17.8533 -0.155
O 12.9735 12.8192 18.9114 -0.169
S 14.5299 12.6400 18.7958 0.552
O 14.9136 11.4159 19.3800 -0.214
O 15.2102 13.8213 19.1541 -0.214
O 14.5249 12.4573 17.2201 -0.222
H 13.0294 11.4207 15.9571 0.120
H 13.4880 10.5603 17.3907 0.110
H 11.4865 11.6276 18.2752 0.102
H 11.6481 12.9773 17.2142 0.125
C 18.8309 22.5376 14.3169 -0.184
C 17.5607 22.0479 13.7481 -0.174
O 17.7810 22.1092 12.3187 -0.156
S 19.2028 21.5056 12.1002 0.563
O 19.9032 21.9308 10.9398 -0.201
O 18.9949 20.1331 12.2753 -0.222
O 19.8650 22.1263 13.4133 -0.174
H 19.0985 22.1961 15.3754 0.162
H 18.8056 23.6171 14.4527 0.126
H 16.7648 22.6528 14.1072 0.131
H 17.3664 21.0350 14.1633 0.121
C 10.3713 9.4577 12.2579 -0.101
C 11.4317 10.4550 12.2826 -0.208
O 10.9304 11.5613 11.5691 -0.192
S 9.6794 11.2522 10.6133 0.630
O 10.1025 11.4420 9.2455 -0.244
O 8.6721 12.1890 10.9879 -0.231
O 9.5461 9.7131 11.0344 -0.180
H 9.7207 9.6767 13.1081 0.105
H 10.5266 8.3892 12.1765 0.148
H 12.3539 10.1043 11.7552 0.139
H 11.7670 10.6362 13.3025 0.120
C 8.3011 12.9561 15.0228 -0.114
C 9.8285 13.2323 14.5605 -0.031
O 10.4283 11.8462 14.6562 -0.261
S 9.6030 11.0260 15.7010 0.585
O 9.9795 11.4686 17.0231 -0.248
O 9.6274 9.6224 15.4540 -0.208
O 8.2081 11.5544 15.2419 -0.163
H 7.6917 13.1852 14.2212 0.103
H 7.9994 13.5521 15.8780 0.133
H 10.3640 13.9739 15.1837 0.114
H 9.7825 13.3004 13.4444 0.133
C 15.1539 17.8227 7.7052 -0.196
C 15.6008 16.3583 7.9874 -0.055
O 15.0276 16.2092 9.3261 -0.199
S 14.5810 17.4952 10.0760 0.561
O 15.4382 17.8801 11.1201 -0.204
O 13.2462 17.2405 10.4827 -0.234
O 14.6815 18.4764 8.8253 -0.153
H 14.2985 17.8460 6.9986 0.117
H 16.0295 18.4398 7.3114 0.154
H 16.6199 16.2922 8.1193 0.103
H 15.1525 15.7161 7.2997 0.108
C 17.4022 11.2491 16.0820 -0.209
C 17.3708 10.2211 17.1992 -0.121
O 17.0577 8.9751 16.5739 -0.155
S 16.2854 9.2071 15.2369 0.621
O 14.8598 9.1431 15.3213 -0.214
O 16.9962 8.4054 14.2715 -0.229
O 16.5648 10.7788 15.1283 -0.200
H 18.3997 11.2961 15.6470 0.130
H 17.1633 12.2881 16.3406 0.129
H 16.5940 10.4101 17.8975 0.092
H 18.2502 10.1295 17.8614 0.153
C 12.3447 18.1204 14.2593 -0.144
C 11.6157 17.2467 13.1981 -0.136
O 10.8150 16.4388 14.0430 -0.212
S 10.1903 17.3405 15.2419 0.582
O 10.1945 16.6170 16.4492 -0.220
O 9.0264 18.0533 14.8741 -0.209
O 11.3637 18.4009 15.2489 -0.187
H 12.6729 19.0608 13.9123 0.120
H 13.2412 17.6093 14.7349 0.122
H 12.3953 16.5753 12.7301 0.134
H 11.0000 17.8339 12.5693 0.124
C 16.9530 9.9380 10.9203 -0.087
C 17.5915 10.8564 11.9951 -0.164
O 16.7165 11.9182 12.0992 -0.180
S 15.2192 11.5284 11.8294 0.603
O 14.5299 12.6885 11.3375 -0.202
O 14.6946 10.7225 12.8801 -0.207
O 15.6404 10.5298 10.6791 -0.189
H 16.8682 8.8796 11.2977 0.146
H 17.4501 9.8724 9.9717 0.119
H 18.5546 11.2328 11.7364 0.134
H 17.6679 10.3335 12.8929 0.075
C 20.1580 16.8578 14.8046 -0.144
C 20.5150 16.8364 13.3613 -0.211
O 19.9730 15.6240 12.9325 -0.184
S 20.5223 14.4790 13.9679 0.646
O 21.9075 14.1961 13.7912 -0.207
O 19.6061 13.4093 14.0108 -0.231
O 20.2634 15.4757 15.2358 -0.200
H 19.1144 17.1773 14.8843 0.126
H 20.8245 17.4182 15.4830 0.148
H 21.5909 16.9227 13.2131 0.138
H 19.8903 17.5502 12.7982 0.143
C 15.9128 15.0495 13.4367 -0.086
C 16.3461 14.2264 14.6934 -0.088
O 15.2259 13.2838 14.8815 -0.222
S 13.9287 14.0940 14.4736 0.575
O 13.7688 15.2173 15.3414 -0.220
O 12.8581 13.1853 14.2671 -0.195
O 14.5016 14.7517 13.1423 -0.205
H 16.3798 14.7420 12.5364 0.121
H 15.9933 16.0596 13.6786 0.082
H 16.4594 14.7285 15.6103 0.113
H 17.2791 13.6555 14.4227 0.118
```

The calculation puts the highest occupied orbital energy at -10.8 eV. The molecular weight is 1489.40 u. As for the gap between HOMO and LUMO: 10.74 eV. The energy relative to the best compared isomer or geometry (same formula, charge and spin) is 69.7 kcal per mole. The LUMO energy is -0.00195 Eh. As for the largest force on an atom: 0.0969 hartree/bohr.